1.
ORCA calculation (ωB97M-V with the def2-TZVPD basis set) on C7H18F5GaI2O2P2Te as an isolated structure in a non-equilibrium geometry.

Properties
Multiplicity: 1
HOMO-LUMO gap (alpha / beta), eV: 4.866 / 5.537
HOMO level (alpha / beta), eV: -16.1 / -16.6
Total charge: +2

Structure (XYZ):
```
38
Properties=species:S:1:pos:R:3:forces:R:3:mulliken_charge:R:1
I 2.218 -0.544 1.975 -0.70 0.20 -0.12 -0.09
I -0.428 2.060 -1.181 -0.28 -0.31 0.32 -0.04
Ga 0.106 0.215 0.575 1.71 -0.47 -1.44 0.84
P -0.068 2.094 2.191 -0.44 2.05 2.30 0.25
C -1.507 1.570 3.184 -0.02 -0.44 -0.34 -1.23
C 1.265 2.375 3.428 0.30 -0.48 -0.39 -1.30
H 1.017 3.236 4.067 -0.16 -0.23 -0.34 0.44
H -0.524 4.454 2.619 0.06 -0.45 -0.16 0.46
H 2.203 2.569 2.893 -0.14 0.06 0.20 0.42
H 0.235 4.197 1.013 -0.11 0.06 0.18 0.43
H -1.261 0.668 3.757 -0.09 0.19 -0.01 0.38
H 1.397 1.470 4.031 -0.06 0.27 -0.10 0.40
C -0.508 3.816 1.720 0.08 -0.19 -0.59 -1.34
H -1.767 2.396 3.869 0.14 -0.29 -0.29 0.45
H -1.488 3.831 1.235 0.15 0.00 0.08 0.43
H -2.350 1.360 2.512 0.00 0.12 0.26 0.40
P 1.500 -1.543 -1.958 -0.55 0.11 -0.01 0.85
C 0.839 -3.146 -2.366 0.18 -0.54 0.00 -0.98
C 1.377 -0.477 -3.386 0.17 0.07 -0.08 -1.07
H 3.514 -0.559 -1.087 -0.15 -0.29 -0.18 0.34
H 3.848 -1.939 -2.185 -0.24 0.13 0.30 0.42
H 3.285 -2.235 -0.503 -0.04 0.19 -0.40 0.29
C 3.191 -1.570 -1.378 0.30 -0.26 0.02 -1.16
H 1.761 0.522 -3.151 -0.07 -0.18 -0.04 0.33
H 1.977 -0.894 -4.201 -0.10 0.04 0.03 0.44
H 1.475 -3.698 -3.070 -0.12 0.20 0.02 0.43
H -0.170 -3.030 -2.799 0.43 -0.01 0.17 0.26
H 0.330 -0.406 -3.704 0.22 -0.05 0.03 0.29
H 0.778 -3.748 -1.446 -0.05 0.23 -0.26 0.33
C -1.300 -1.194 1.415 -0.54 -4.00 3.18 0.42
O -1.519 -2.100 2.092 0.55 3.79 -2.80 -0.11
F -2.461 -2.326 -3.149 -0.03 1.39 1.87 -0.41
Te -2.942 -1.286 -1.515 -4.34 -2.01 -1.54 2.02
F -3.624 -0.425 0.136 1.19 -0.49 -1.21 -0.43
F -3.592 0.211 -2.606 1.17 -1.25 1.18 -0.38
F -4.683 -1.972 -1.730 1.83 0.76 0.25 -0.32
F -2.654 -2.926 -0.443 0.37 1.77 -0.85 -0.44
O 0.531 -1.025 -0.855 -0.64 0.31 0.75 -0.05
```
Positions in Å, forces in eV/Å.

***

2.
ORCA calculation (ωB97M-V with the def2-TZVPD basis set) on C7H18FGaI2OP2 as an isolated structure in a non-equilibrium geometry.

Properties
Multiplicity: 1
HOMO-LUMO gap, eV: 4.483
HOMO level, eV: -13.8
Total charge: +2

Structure (XYZ):
```
32
Properties=species:S:1:pos:R:3:forces:R:3:mulliken_charge:R:1
I 0.002 -1.274 -6.033 0.00 0.35 -0.01 -0.01
I 0.002 1.407 -6.132 0.00 -0.38 0.07 0.00
Ga 0.000 0.053 0.342 -0.01 -1.09 4.22 1.00
P -2.313 0.064 0.484 -3.44 0.88 1.15 0.26
C -3.264 -0.002 -1.081 1.07 0.01 -0.39 -1.22
C -2.997 -1.329 1.457 1.02 -0.20 -0.06 -1.15
H -4.082 -1.238 1.570 0.22 0.30 -0.19 0.45
H -4.078 1.460 1.454 0.24 -0.11 -0.08 0.41
H -2.516 -1.324 2.439 -0.14 -0.12 -0.05 0.39
H -2.510 1.619 2.311 -0.17 0.07 -0.01 0.42
H -3.000 -0.912 -1.626 -0.15 0.03 -0.01 0.41
H -2.757 -2.270 0.955 -0.02 0.08 0.14 0.37
C -2.992 1.539 1.333 0.59 -0.02 -0.17 -1.19
H -4.341 0.007 -0.887 0.26 0.00 0.26 0.42
H -2.751 2.432 0.751 -0.10 -0.01 0.10 0.40
H -2.999 0.858 -1.702 -0.16 -0.03 -0.02 0.42
P 2.313 0.051 0.491 3.44 0.86 1.16 0.26
C 3.268 -0.018 -1.071 -1.07 0.02 -0.40 -1.22
C 2.998 1.520 1.345 -0.59 -0.02 -0.17 -1.19
H 2.503 -1.342 2.444 0.14 -0.12 -0.06 0.39
H 4.072 -1.265 1.578 -0.22 0.31 -0.19 0.45
H 2.740 -2.287 0.960 0.02 0.07 0.14 0.37
C 2.985 -1.348 1.464 -1.02 -0.19 -0.06 -1.15
H 2.512 1.602 2.320 0.17 0.07 -0.01 0.42
H 4.083 1.434 1.471 -0.24 -0.11 -0.08 0.41
H 4.345 -0.013 -0.874 -0.26 0.00 0.26 0.42
H 3.008 0.843 -1.693 0.16 -0.04 -0.02 0.42
H 2.766 2.415 0.762 0.10 -0.01 0.10 0.40
H 3.003 -0.927 -1.618 0.15 0.03 -0.01 0.41
C 0.002 -0.027 -1.477 0.01 -0.77 -11.99 0.81
O 0.003 -0.077 -2.646 -0.01 0.38 6.53 -0.16
F -0.006 -1.646 0.905 0.00 -0.25 -0.18 -0.42
```
Positions in Å, forces in eV/Å.

***

3.
ORCA calculation (ωB97M-V with the def2-TZVPD basis set) on C7H18INO2P as an isolated structure in a non-equilibrium geometry.

Properties
Multiplicity: 1
HOMO-LUMO gap, eV: 6.779
HOMO level, eV: -12.5
Total charge: +1

Structure (XYZ):
```
30
Properties=species:S:1:pos:R:3:forces:R:3:mulliken_charge:R:1
C 4.113 -1.734 1.431 -2.60 3.05 -2.47 -0.60
C -1.116 1.350 -1.187 1.57 -2.04 -2.57 0.08
C -1.980 0.063 -1.310 -0.15 -1.62 -1.11 -0.86
C -1.614 2.287 -0.185 -2.46 0.70 1.01 -0.64
C -1.222 -1.335 -1.302 1.72 0.96 0.71 -0.64
C -0.777 2.288 0.986 -0.82 1.83 3.82 -0.73
C -0.396 -1.791 -0.003 -1.32 -2.82 -2.06 -0.53
N -0.855 0.978 1.598 -1.88 -1.98 1.66 -0.33
O 2.805 -2.182 -0.843 -2.61 -0.18 3.48 -0.46
O 0.403 -0.840 0.539 2.17 1.11 0.10 -0.52
P 2.831 -1.209 0.425 1.88 -0.67 -0.72 0.72
I 3.072 1.048 -0.325 -0.07 -0.33 0.38 0.11
H 4.568 -1.021 2.046 0.18 0.73 1.40 0.29
H 4.465 -2.682 1.332 0.60 -2.78 0.07 0.30
H -0.027 1.009 -1.063 -1.47 0.50 0.59 -0.20
H -0.970 1.874 -2.125 -0.63 -0.08 -0.55 0.50
H -2.601 -0.117 -2.225 0.89 1.12 -0.03 0.36
H -2.842 0.099 -0.638 0.51 -0.21 0.79 0.38
H -2.621 1.904 0.234 1.06 0.94 -1.05 0.22
H -1.725 3.349 -0.446 -0.20 -0.47 -0.59 0.36
H -0.440 -1.354 -2.144 -1.27 0.21 0.97 0.20
H -1.984 -2.062 -1.532 0.01 -0.56 0.00 0.44
H -1.184 3.075 1.688 0.15 -0.88 -0.24 0.37
H 0.182 2.664 0.882 2.27 -0.02 -0.74 0.28
H 0.143 -2.760 -0.283 -0.10 1.38 -0.04 0.34
H -0.976 -2.192 0.809 -1.31 -0.04 0.26 0.33
H -1.819 0.886 2.015 1.08 -0.12 -0.98 0.32
H -0.295 0.608 2.366 0.62 1.43 0.22 0.39
H -0.362 -0.031 0.921 0.77 0.19 -0.30 0.16
H 3.225 -2.173 -1.662 1.42 0.64 -2.03 0.35
```
Positions in Å, forces in eV/Å.

***

4.
ORCA calculation (ωB97M-V with the def2-TZVPD basis set) on an isolated ion of composition C7H18N3 and charge +1.

Properties
SMILES string: CC[C@@H]1NCC[NH2+][C@H]1CN
Multiplicity: 1
HOMO-LUMO gap, eV: 9.563
HOMO level, eV: -12.6
Total charge: +1

Structure (XYZ):
```
28
Properties=species:S:1:pos:R:3:forces:R:3:mulliken_charge:R:1
C -1.597 1.903 -1.541 -0.10 0.06 0.11 -1.24
C -0.258 1.226 -1.809 0.07 -0.02 0.00 -0.58
C 0.072 -0.059 -0.994 0.05 -0.11 0.02 -0.12
N -1.063 -0.847 -0.523 0.02 -0.05 -0.03 -0.32
C -1.711 -0.430 0.705 -0.13 0.06 -0.09 -0.55
C -0.705 -0.548 1.820 0.16 0.04 -0.01 -0.65
N 0.435 0.396 1.494 -0.06 -0.04 -0.05 -0.19
C 1.104 0.185 0.137 -0.17 0.17 0.07 -0.14
C 2.210 -0.865 0.271 -0.02 -0.08 -0.18 -1.20
N 1.739 -2.146 0.771 0.09 -0.05 0.21 -0.43
H -1.697 2.253 -0.510 0.05 0.07 -0.08 0.25
H -2.449 1.248 -1.742 0.09 -0.01 0.00 0.31
H -1.706 2.775 -2.187 0.01 -0.05 0.02 0.42
H -0.204 0.959 -2.868 -0.09 0.02 0.05 0.41
H 0.545 1.956 -1.661 -0.02 -0.06 -0.06 0.28
H 0.608 -0.725 -1.679 0.01 0.13 -0.01 0.42
H -1.730 -0.998 -1.267 0.03 -0.02 0.00 0.33
H -2.549 -1.101 0.903 0.11 -0.02 0.05 0.46
H -2.133 0.588 0.684 0.06 -0.06 0.02 0.16
H -1.095 -0.251 2.793 -0.01 -0.01 -0.07 0.44
H -0.258 -1.538 1.844 -0.11 0.02 0.05 0.38
H 0.078 1.352 1.539 0.01 -0.03 0.00 0.39
H 1.153 0.316 2.215 -0.01 -0.01 -0.02 0.38
H 1.586 1.143 -0.070 0.07 -0.11 0.03 0.42
H 2.675 -0.925 -0.720 0.04 -0.01 0.09 0.37
H 2.985 -0.481 0.942 -0.09 0.03 0.01 0.56
H 1.566 -2.825 0.041 -0.13 0.11 -0.04 0.22
H 2.400 -2.564 1.413 0.06 0.02 -0.09 0.22
```
Positions in Å, forces in eV/Å.

***

5.
ORCA calculation (ωB97M-V with the def2-TZVPD basis set) on an isolated ion of composition C7H18N3 and charge +1 in a non-equilibrium geometry.

Properties
SMILES string: CN(C)CCNC=[N+](C)C
Multiplicity: 1
HOMO-LUMO gap, eV: 10.447
HOMO level, eV: -12.9
Total charge: +1

Structure (XYZ):
```
28
Properties=species:S:1:pos:R:3:forces:R:3:mulliken_charge:R:1
C 1.106 0.243 2.414 1.46 -1.33 -4.64 -1.01
N 0.015 -0.480 1.541 1.64 2.63 2.97 -0.25
C -0.247 -1.681 2.294 -2.75 -0.71 -0.28 -1.00
C -1.129 0.449 1.400 -2.13 -2.40 -0.25 -0.83
C -2.163 -0.102 0.290 2.10 2.95 -1.35 -0.56
N -1.447 -0.071 -1.054 -3.67 -0.02 0.93 -0.15
C -0.204 0.109 -1.078 5.10 -0.93 1.99 0.25
N 0.503 0.481 -2.104 0.44 0.21 -0.92 0.05
C -0.157 0.553 -3.439 -1.98 2.91 2.00 -0.98
C 1.966 0.443 -1.849 -0.29 -2.87 0.14 -0.89
H 1.226 1.287 2.053 0.31 -0.79 -0.05 0.33
H 0.945 0.299 3.431 -0.97 -0.28 2.21 0.43
H 2.034 -0.444 2.215 -1.37 1.74 0.54 0.35
H -1.219 -2.061 1.846 0.86 0.01 1.05 0.32
H 0.473 -2.409 1.965 0.54 -0.40 0.68 0.40
H -0.361 -1.517 3.435 0.30 -0.46 -1.88 0.27
H -0.748 1.399 1.102 0.07 0.75 -0.30 0.46
H -1.715 0.542 2.332 0.40 0.13 -0.17 0.40
H -2.503 -1.090 0.382 -0.78 -1.06 0.78 0.34
H -2.941 0.659 0.032 0.11 -0.90 1.30 0.35
H -2.035 0.282 -1.791 -0.03 -0.20 -0.42 0.27
H 0.429 -0.307 0.024 -1.93 1.15 -2.16 0.45
H 0.459 0.763 -4.281 0.81 0.10 -0.24 0.30
H -0.830 -0.259 -3.639 0.19 -0.94 0.05 0.39
H -0.903 1.450 -3.292 1.37 -1.29 -0.79 0.34
H 2.558 0.773 -2.671 0.17 0.84 -0.42 0.30
H 2.286 0.805 -0.851 -0.56 0.36 -0.88 0.29
H 2.131 -0.665 -1.823 0.60 0.81 0.09 0.40
```
Positions in Å, forces in eV/Å.

***

6.
ORCA calculation (ωB97M-V with the def2-TZVPD basis set) on a 2-piece molecular cluster, C7H18N4O overall.

Properties
SMILES string: [H]/N=C(/CO)NN.C=C[C@H](C)NC
Multiplicity: 1
HOMO-LUMO gap, eV: 9.665
HOMO level, eV: -9.1

Structure (XYZ):
```
30
Properties=species:S:1:pos:R:3:forces:R:3:mulliken_charge:R:1
H -3.377 0.111 2.285 -0.04 0.02 -0.04 0.18
N -3.967 0.167 1.456 0.70 -0.21 -0.10 -0.75
C -3.335 -0.061 0.367 -0.62 0.11 -0.10 0.62
C -4.151 0.010 -0.905 0.09 0.18 0.02 -0.41
O -5.468 0.368 -0.632 -0.38 -0.01 -0.08 -0.58
N -1.996 -0.314 0.184 -0.28 0.07 0.90 0.01
N -1.580 -0.755 -1.064 0.44 0.00 -0.22 -0.56
H -4.099 -0.946 -1.433 -0.02 -0.04 0.04 0.26
H -3.687 0.753 -1.557 0.04 0.00 -0.11 0.26
H -5.546 0.425 0.335 0.11 0.00 0.02 0.37
H -1.471 -0.584 1.010 0.00 0.03 -0.22 0.14
H -1.372 -1.748 -1.060 0.07 0.09 -0.06 0.24
H -0.773 -0.213 -1.357 -0.11 -0.21 -0.06 0.23
C 2.000 2.481 -0.466 -0.45 0.29 0.38 -0.85
C 1.338 1.468 0.093 0.13 0.48 -0.42 -0.41
C 1.872 0.061 0.139 0.35 0.28 0.16 0.79
C 1.756 -0.506 1.553 0.35 -0.28 -0.03 -1.46
N 3.251 0.040 -0.360 -0.31 -0.57 -0.28 -0.40
C 3.737 -1.294 -0.708 -0.18 0.15 -0.37 -0.87
H 2.980 2.343 -0.902 -0.06 -0.08 -0.06 0.30
H 1.597 3.500 -0.476 0.04 -0.44 0.03 0.27
H 0.351 1.630 0.533 0.19 -0.03 -0.06 0.29
H 1.248 -0.567 -0.518 0.31 0.10 -0.04 0.07
H 0.740 -0.440 1.939 -0.07 -0.06 0.05 0.39
H 2.080 -1.556 1.540 -0.18 0.22 0.21 0.31
H 2.416 0.056 2.224 -0.14 -0.09 -0.03 0.37
H 3.866 0.502 0.300 -0.06 -0.04 0.01 0.31
H 3.936 -1.955 0.142 -0.19 -0.09 0.02 0.28
H 4.666 -1.227 -1.282 -0.08 0.13 0.07 0.33
H 2.986 -1.749 -1.380 0.36 0.01 0.37 0.27
```
Positions in Å, forces in eV/Å.

***

7.
ORCA calculation (ωB97M-V with the def2-TZVPD basis set) on a 2-piece molecular cluster, C7H18NO2PS overall in a non-equilibrium geometry.

Properties
Multiplicity: 1
HOMO-LUMO gap (alpha / beta), eV: 7.947 / 6.551
HOMO level (alpha / beta), eV: -9.2 / -8.4

Structure (XYZ):
```
30
Properties=species:S:1:pos:R:3:forces:R:3:mulliken_charge:R:1
C 1.121 -2.571 0.111 -0.08 0.17 0.07 -1.42
C -1.854 -2.952 0.398 -0.15 0.21 0.15 -1.87
C -1.372 -1.093 -1.227 0.06 -0.10 -0.01 -1.49
C -0.555 2.290 1.576 -1.07 -0.27 -0.07 -0.11
C 1.499 3.354 -2.095 0.50 0.39 -0.66 -0.71
C 0.203 -1.510 0.708 0.16 0.08 0.04 0.36
C -1.250 -1.558 0.219 -0.08 0.29 0.09 1.23
N 0.859 2.224 1.447 1.16 -0.51 -0.28 -0.22
O 3.034 1.958 -0.021 0.75 -0.38 0.11 -0.65
O 0.794 2.763 -1.032 -0.34 -1.05 1.13 -0.27
P 1.581 1.745 -0.012 -0.75 1.57 -0.27 0.67
S -2.262 -0.452 1.275 -0.16 -0.46 0.00 -0.18
H 1.097 -2.545 -0.975 0.05 -0.07 -0.16 0.33
H 0.850 -3.569 0.447 0.00 -0.11 -0.02 0.36
H 2.143 -2.375 0.429 0.09 -0.05 -0.03 0.42
H -1.743 -3.284 1.427 0.01 -0.10 0.08 0.42
H -2.915 -2.937 0.155 -0.08 -0.07 -0.05 0.50
H -1.362 -3.664 -0.261 0.06 -0.04 -0.09 0.39
H -0.919 -1.823 -1.898 0.10 -0.04 -0.11 0.36
H -2.417 -0.978 -1.504 -0.04 -0.01 -0.04 0.42
H -0.870 -0.135 -1.365 -0.02 0.04 -0.04 0.27
H -0.820 2.681 2.556 -0.04 0.09 -0.02 0.37
H -0.946 2.932 0.791 -0.16 0.09 0.07 0.26
H -1.063 1.295 1.480 0.29 0.53 0.07 -0.35
H 2.577 3.272 -1.938 -0.12 0.05 -0.09 0.36
H 1.217 4.408 -2.128 0.03 -0.07 -0.03 0.23
H 1.224 2.879 -3.039 0.02 0.02 0.04 0.24
H 0.616 -0.520 0.451 -0.19 -0.31 0.18 -0.69
H 0.215 -1.603 1.798 -0.02 0.06 -0.03 0.48
H 1.321 1.768 2.228 0.02 0.06 -0.03 0.31
```
Positions in Å, forces in eV/Å.

***

no.,electronic energy (hartree)
1,-4397.68625
2,-3654.92928
3,-1121.42278
4,-441.54138
5,-441.44545
6,-571.70253
7,-1222.24747